Record 1
{"formula": "C4H8OS", "method": "wB97M-V/def2-TZVPD", "gap_ev": 9.25, "e_above_lowest_kcal_mol": 65.3, "smiles": "CS[C@H]1C[C@@H]1O", "lumo_ev": 0.80, "homo_energy_ha": -0.3104, "elements": ["C", "C", "C", "C", "H", "H", "H", "H", "H", "H", "H", "H", "O", "S"], "coordinates": [[-1.001, 0.290, 1.962], [0.025, 0.517, -0.603], [1.010, -0.113, -1.421], [0.059, -0.990, -0.803], [-1.861, 0.930, 1.926], [-1.250, -0.730, 1.408], [-0.567, 0.222, 3.035], [-0.895, 1.062, -1.007], [2.035, -0.164, -0.799], [1.359, 0.104, -2.510], [0.481, -1.462, 0.187], [-0.782, -2.355, -1.775], [-1.019, -1.410, -1.536], [0.567, 0.965, 1.063]]}



Record 2
{"formula": "C4H8OS", "method": "wB97M-V/def2-TZVPD", "gap_ev": 9.86, "e_above_lowest_kcal_mol": 17.4, "smiles": "O=CCCCS", "lumo_ev": 0.77, "homo_energy_ha": -0.3339, "elements": ["O", "C", "C", "C", "C", "S", "H", "H", "H", "H", "H", "H", "H", "H"], "coordinates": [[1.036, 1.985, -0.896], [0.177, 1.350, -1.460], [0.040, -0.140, -1.304], [-0.600, -0.517, 0.052], [0.036, 0.075, 1.311], [1.115, -1.023, 2.274], [-0.550, 1.887, -2.097], [1.010, -0.618, -1.420], [-0.572, -0.452, -2.157], [-1.659, -0.249, 0.057], [-0.503, -1.604, 0.066], [-0.636, 0.577, 1.998], [0.754, 0.827, 0.972], [0.352, -2.098, 2.604]]}



Record 3
{"formula": "C4H8OS", "method": "wB97M-V/def2-TZVPD", "gap_ev": 8.34, "e_above_lowest_kcal_mol": 129.1, "lumo_ev": -0.24, "homo_energy_ha": -0.3155, "elements": ["C", "C", "C", "C", "H", "H", "H", "H", "H", "H", "H", "H", "O", "S"], "coordinates": [[1.631, 1.469, -0.176], [1.390, 0.068, 0.190], [2.337, -1.013, -0.037], [-0.862, -0.109, 0.502], [0.236, 1.690, -0.453], [2.129, 1.485, -1.280], [2.311, 2.086, 0.810], [1.127, 0.182, 1.345], [1.693, -1.879, 0.132], [3.328, -1.102, 0.804], [2.909, -1.241, -1.144], [-0.693, 0.434, 1.520], [0.088, -0.459, -0.359], [-2.545, -0.029, -0.109]]}



Record 4
{"formula": "C4H8OS2", "method": "wB97M-V/def2-TZVPD", "gap_ev": 9.03, "e_above_lowest_kcal_mol": 158.0, "lumo_ev": 0.17, "homo_energy_ha": -0.3256, "elements": ["C", "C", "C", "C", "H", "H", "H", "H", "H", "H", "H", "H", "O", "S", "S"], "coordinates": [[-0.489, 1.697, 2.386], [-0.517, -1.202, -0.896], [0.791, -0.835, -1.495], [1.959, -1.267, -1.237], [0.584, 2.810, 2.071], [-1.660, 1.994, 1.813], [-0.751, 1.192, 3.605], [-0.581, -1.983, -0.013], [-1.463, -1.323, -1.741], [0.622, -0.118, -2.263], [1.943, -2.004, -0.426], [2.908, -1.085, -2.001], [-2.125, 1.211, -0.941], [0.261, 0.732, 1.135], [-1.482, 0.181, 0.002]]}



Record 5
{"formula": "C4H8OSe", "method": "wB97M-V/def2-TZVPD", "gap_ev": 8.13, "e_above_lowest_kcal_mol": 0.0, "smiles": "CCC(=[Se])CO", "lumo_ev": -0.42, "homo_energy_ha": -0.3144, "elements": ["C", "C", "C", "C", "O", "Se", "H", "H", "H", "H", "H", "H", "H", "H"], "coordinates": [[-0.362, 1.126, 0.816], [0.896, -1.574, 0.069], [0.502, -0.518, -0.967], [-0.547, 0.429, -0.493], [-1.487, 1.748, 1.341], [-1.992, 0.750, -1.470], [-0.016, 0.423, 1.578], [0.011, -2.081, 0.447], [1.431, -1.123, 0.902], [1.545, -2.313, -0.397], [0.132, -1.012, -1.868], [1.396, 0.051, -1.248], [0.436, 1.866, 0.655], [-1.944, 2.228, 0.635]]}



Record 6
{"formula": "C4H8P", "method": "wB97M-V/def2-TZVPD", "gap_ev": 10.51, "e_above_lowest_kcal_mol": 39.8, "lumo_ev": -4.71, "homo_energy_ha": -0.5596, "charge": 1, "elements": ["C", "C", "C", "C", "P", "H", "H", "H", "H", "H", "H", "H", "H"], "coordinates": [[1.421, 1.123, 0.586], [1.264, 0.168, 1.501], [0.697, -1.054, -1.265], [-2.166, 0.493, 0.334], [0.141, -0.010, 0.095], [1.925, 1.962, 0.419], [1.506, -0.287, 2.435], [0.394, -2.092, -1.353], [1.713, -0.972, -1.518], [0.439, -0.799, -2.244], [-2.216, 1.067, 1.339], [-2.629, -0.457, 0.336], [-2.490, 0.857, -0.664]]}



Record 7
{"formula": "C4H8S2", "method": "wB97M-V/def2-TZVPD", "gap_ev": 9.43, "e_above_lowest_kcal_mol": 61.2, "smiles": "CS[C@@H]1C[C@@H]1S", "lumo_ev": 0.85, "homo_energy_ha": -0.3156, "elements": ["C", "C", "C", "C", "H", "H", "H", "H", "H", "H", "H", "H", "S", "S"], "coordinates": [[-0.613, -0.901, 2.199], [0.361, -0.496, -0.527], [1.070, 0.871, -0.335], [0.451, 0.411, -1.638], [-1.541, -1.529, 2.644], [0.199, -1.517, 2.289], [-0.471, 0.028, 2.586], [1.125, -1.220, -0.766], [0.298, 1.666, 0.101], [2.152, 0.923, -0.350], [1.020, -0.011, -2.430], [-2.043, 1.285, -1.623], [-1.114, -0.896, 0.344], [-0.893, 1.387, -2.493]]}



Record 8
{"formula": "C4H8S2", "method": "wB97M-V/def2-TZVPD", "gap_ev": 8.45, "e_above_lowest_kcal_mol": 46.0, "smiles": "CC[C@@H](S)C=S", "lumo_ev": -0.35, "homo_energy_ha": -0.3233, "elements": ["C", "C", "C", "C", "S", "S", "H", "H", "H", "H", "H", "H", "H", "H"], "coordinates": [[-2.059, 0.008, -0.738], [1.674, -0.654, 0.686], [0.535, -0.547, -0.404], [-0.674, 0.288, 0.080], [-3.373, -0.685, -0.126], [-0.651, 2.068, -0.168], [-2.076, 0.445, -1.756], [1.270, -0.708, 1.698], [2.450, -1.397, 0.295], [2.319, 0.356, 0.619], [0.996, -0.155, -1.379], [0.393, -1.567, -0.794], [-0.991, 0.074, 1.111], [0.187, 2.473, 0.875]]}



Record 9
{"formula": "C4H8S2", "method": "wB97M-V/def2-TZVPD", "gap_ev": 9.85, "e_above_lowest_kcal_mol": 72.4, "smiles": "C=C=CC.SS", "lumo_ev": 0.50, "homo_energy_ha": -0.3435, "elements": ["C", "C", "C", "C", "S", "S", "H", "H", "H", "H", "H", "H", "H", "H"], "coordinates": [[1.214, 0.541, -0.037], [0.916, -0.718, -0.315], [0.632, 1.368, 1.125], [1.017, -1.918, -0.736], [-2.593, 0.963, -0.137], [-2.523, -0.638, -1.385], [1.710, 1.208, -0.723], [0.591, 2.497, 0.864], [-0.219, 0.852, 1.363], [1.408, 1.375, 1.961], [0.196, -2.390, -1.374], [1.581, -2.653, -0.307], [-1.128, -0.669, -1.322], [-2.801, 0.182, 1.023]]}



Record 10
{"formula": "C4H8S2", "method": "wB97M-V/def2-TZVPD", "gap_ev": 8.61, "e_above_lowest_kcal_mol": 38.5, "smiles": "S=CCCCS", "lumo_ev": -0.19, "homo_energy_ha": -0.3234, "elements": ["C", "C", "C", "C", "H", "H", "H", "H", "H", "H", "H", "H", "S", "S"], "coordinates": [[1.020, -0.220, -0.474], [-0.447, 0.112, -0.694], [-1.088, -0.124, 0.673], [-0.400, 0.786, 1.671], [0.919, -1.127, -2.552], [1.461, 0.550, 0.139], [1.229, -1.175, 0.004], [-0.847, -0.502, -1.410], [-0.483, 1.175, -1.028], [-0.934, -1.228, 0.859], [-2.155, 0.068, 0.711], [-0.885, 1.701, 1.451], [1.895, -0.396, -2.021], [0.715, 0.379, 2.669]]}



Record 11
{"formula": "C4H8S2", "method": "wB97M-V/def2-TZVPD", "gap_ev": 9.15, "e_above_lowest_kcal_mol": 80.6, "lumo_ev": 0.57, "homo_energy_ha": -0.3153, "elements": ["C", "C", "C", "C", "H", "H", "H", "H", "H", "H", "H", "H", "S", "S"], "coordinates": [[-2.646, 0.694, 0.336], [-0.038, 0.075, 0.649], [-0.095, -1.144, -0.446], [1.556, 0.162, 0.375], [-2.837, 0.108, -0.692], [-3.360, 1.518, 0.630], [-2.348, -0.267, 1.218], [-0.153, -0.195, 1.749], [-0.675, -0.376, -1.258], [-0.786, -1.946, -0.046], [2.264, 0.196, 1.233], [1.816, 1.044, -0.254], [-0.920, 1.408, 0.158], [1.759, -1.334, -0.662]]}



Record 12
{"formula": "C4H8S4", "method": "wB97M-V/def2-TZVPD", "gap_ev": 8.08, "e_above_lowest_kcal_mol": 55.3, "smiles": "S[C@@H]1CS1.CC(=S)S", "lumo_ev": -0.56, "homo_energy_ha": -0.3176, "elements": ["C", "C", "C", "C", "S", "S", "S", "S", "H", "H", "H", "H", "H", "H", "H", "H"], "coordinates": [[-1.673, -0.386, -2.448], [-2.295, 0.464, -1.475], [1.865, -0.142, 1.162], [1.728, -1.376, 1.998], [-2.915, -1.246, -1.434], [1.511, -0.224, -0.452], [-3.469, 1.727, -2.041], [2.320, 1.467, 1.906], [-1.952, -0.158, -3.399], [-0.721, -0.580, -2.250], [-1.756, 0.669, -0.681], [2.351, -2.088, 1.684], [0.812, -1.721, 1.776], [1.840, -1.086, 2.961], [-3.566, 2.558, -0.962], [1.772, 2.260, 0.959]]}



Record 13
{"formula": "C4H8Si", "method": "wB97M-V/def2-TZVPD", "gap_ev": 7.77, "e_above_lowest_kcal_mol": 106.5, "lumo_ev": -0.37, "homo_energy_ha": -0.2993, "elements": ["C", "C", "C", "C", "Si", "H", "H", "H", "H", "H", "H", "H", "H"], "coordinates": [[4.468, 0.971, 0.502], [3.186, 1.032, 0.436], [-0.817, 1.201, 0.059], [-1.431, -1.513, -0.333], [0.004, -0.488, 0.258], [5.518, 1.359, 0.403], [-1.743, 1.127, -0.547], [-1.118, 1.693, 0.910], [-0.141, 1.979, -0.337], [-2.284, -1.265, 0.234], [-1.597, -0.931, -1.242], [-1.398, -2.511, -0.712], [1.882, 0.960, 0.635]]}



Record 14
{"formula": "C4H9BN2", "method": "wB97M-V/def2-TZVPD", "gap_ev": [5.93, 7.53], "e_above_lowest_kcal_mol": 158.4, "lumo_ev": [0.15, 0.36], "homo_energy_ha": [-0.2124, -0.2633], "elements": ["B", "C", "C", "C", "C", "N", "N", "H", "H", "H", "H", "H", "H", "H", "H", "H"], "coordinates": [[0.848, 1.467, -0.343], [2.904, -0.243, 0.076], [1.707, -0.984, -0.232], [-2.296, -0.580, 0.687], [-2.836, 0.166, -0.451], [1.706, 0.483, -0.241], [-1.425, -0.195, -0.386], [0.379, 2.530, -0.616], [3.148, 0.004, 1.064], [3.663, -0.134, -0.606], [1.798, -1.525, -1.204], [1.347, -1.615, 0.636], [-2.274, -0.119, 1.704], [-2.521, -1.741, 0.720], [-3.307, -0.410, -1.234], [-3.319, 1.112, -0.333]]}



Record 15
{"formula": "C4H9BO", "method": "wB97M-V/def2-TZVPD", "gap_ev": 7.68, "e_above_lowest_kcal_mol": 105.9, "lumo_ev": 0.33, "homo_energy_ha": -0.2700, "elements": ["B", "C", "C", "C", "C", "O", "H", "H", "H", "H", "H", "H", "H", "H", "H"], "coordinates": [[0.830, 0.524, 0.015], [-1.683, 0.168, 0.152], [1.523, -0.817, -0.262], [1.266, 1.949, 0.010], [-2.112, -1.256, -0.005], [-2.491, 1.046, 0.449], [2.154, -0.670, 0.644], [2.157, -0.986, -1.054], [0.862, -1.658, -0.109], [1.560, 2.387, -0.939], [2.215, 2.005, 0.511], [0.380, 2.354, 0.591], [-1.429, -1.746, 0.656], [-3.144, -1.678, 0.326], [-2.088, -1.621, -0.986]]}



Record 16
{"formula": "C4H9BO2", "method": "wB97M-V/def2-TZVPD", "gap_ev": 9.25, "e_above_lowest_kcal_mol": 34.4, "smiles": "C=C[C@H](C)B(O)O", "lumo_ev": 0.24, "homo_energy_ha": -0.3312, "elements": ["B", "C", "C", "C", "C", "O", "O", "H", "H", "H", "H", "H", "H", "H", "H", "H"], "coordinates": [[-0.937, 0.096, -0.960], [0.010, 0.777, 2.242], [0.482, 0.578, 1.055], [1.401, -0.975, -0.613], [0.169, -0.489, 0.117], [-2.170, 0.341, -0.577], [-0.485, 0.201, -2.202], [0.176, 1.697, 2.892], [-0.845, 0.291, 2.649], [1.287, 1.197, 0.794], [1.642, -0.477, -1.483], [2.337, -1.047, 0.209], [1.248, -1.988, -0.888], [-0.380, -1.478, 0.687], [-2.863, 0.798, -0.977], [-1.072, 0.479, -2.944]]}



Record 17
{"formula": "C4H9Br2", "method": "wB97M-V/def2-TZVPD", "gap_ev": [10.25, 5.81], "e_above_lowest_kcal_mol": 31.3, "multiplicity": 2, "lumo_ev": [0.76, -3.68], "homo_energy_ha": [-0.3487, -0.3486], "s2": 0.75, "elements": ["Br", "Br", "C", "C", "C", "C", "H", "H", "H", "H", "H", "H", "H", "H", "H"], "coordinates": [[-1.112, -0.172, 1.997], [-2.189, 4.388, 0.252], [0.811, 1.114, -0.120], [-0.083, -0.094, 0.239], [-0.943, -0.611, -0.945], [0.828, -1.408, 0.697], [0.745, 2.092, 0.464], [1.889, 0.756, -0.084], [0.488, 1.299, -1.158], [-2.074, -0.615, -0.802], [-0.724, -0.016, -1.835], [-0.669, -1.657, -1.153], [0.320, -1.848, 1.616], [0.851, -2.121, -0.179], [1.863, -1.105, 1.010]]}



Record 18
{"formula": "C4H9Br3F2O2PS", "method": "wB97M-V/def2-TZVPD", "gap_ev": 7.94, "lumo_ev": -5.04, "homo_energy_ha": -0.4769, "charge": 1, "elements": ["C", "C", "C", "F", "S", "F", "P", "O", "O", "H", "H", "H", "H", "H", "H", "H", "H", "C", "Br", "Br", "Br", "H"], "coordinates": [[-1.980, -0.127, -1.601], [-1.716, -0.432, -0.132], [-0.431, 0.172, 0.380], [0.674, -0.467, -0.131], [-0.390, 1.926, -0.102], [0.609, 2.497, 1.001], [1.156, 2.366, -1.884], [1.873, 0.986, -2.169], [0.133, 2.341, -3.094], [-2.807, -0.723, -1.979], [-1.116, -0.374, -2.220], [-2.268, 0.920, -1.750], [-2.534, -0.105, 0.508], [-1.600, -1.506, 0.016], [-0.341, 0.178, 1.469], [2.390, 0.575, -1.467], [-0.819, 2.247, -3.001], [1.878, -2.100, 3.354], [2.487, -3.753, 2.625], [2.640, -0.590, 2.424], [-0.049, -1.995, 3.373], [2.209, -2.035, 4.381]]}



Record 19
{"formula": "C4H9BrN3OS", "method": "wB97M-V/def2-TZVPD", "gap_ev": [9.33, 4.50], "multiplicity": 3, "lumo_ev": [-3.38, -7.87], "homo_energy_ha": [-0.4670, -0.4548], "charge": 1, "s2": 2.02, "elements": ["C", "C", "C", "C", "N", "N", "N", "O", "S", "Br", "H", "H", "H", "H", "H", "H", "H", "H", "H"], "coordinates": [[0.366, 0.629, 0.900], [1.849, 0.303, 1.113], [0.595, -0.037, -1.497], [-2.859, 0.972, 0.442], [1.003, -1.417, -1.461], [-0.091, 0.192, -0.291], [2.009, -1.100, 0.837], [-0.362, 1.156, 1.717], [-1.867, -0.075, -0.574], [1.510, -2.377, 1.946], [2.389, 0.688, 0.237], [2.149, 0.694, 2.033], [1.295, 0.646, -1.553], [-0.179, 0.148, -2.229], [-3.657, 1.352, -0.227], [-2.332, 1.749, 0.934], [-3.386, 0.323, 1.171], [0.232, -1.969, -1.045], [1.335, -1.877, -2.451]]}



Record 20
{"formula": "C4H9BrO2S", "method": "wB97M-V/def2-TZVPD", "gap_ev": [7.84, 5.83], "e_above_lowest_kcal_mol": 47.9, "lumo_ev": [-2.21, -3.05], "homo_energy_ha": [-0.3694, -0.3263], "elements": ["C", "C", "C", "C", "O", "O", "S", "Br", "H", "H", "H", "H", "H", "H", "H", "H", "H"], "coordinates": [[0.441, -0.820, 0.966], [-1.142, 1.085, 0.523], [-0.056, -0.010, -1.452], [0.015, 0.294, 0.014], [2.105, 1.978, 1.223], [1.263, 2.585, -1.017], [1.619, 1.604, -0.067], [4.184, -0.402, -0.466], [-0.224, -1.642, 0.773], [1.521, -1.113, 1.032], [0.278, -0.277, 1.925], [-1.144, 1.353, 1.505], [-1.892, 0.363, 0.252], [-1.252, 1.836, -0.137], [0.763, -0.701, -1.709], [-0.936, -0.535, -1.637], [-0.074, 0.884, -2.078]]}